[1]
C16H27B3Br8O5S | wB97M-V/def2-TZVPD

The geometry in XYZ format:
```
60
Properties=species:S:1:pos:R:3:lowdin_charge:R:1
O 1.398 1.710 4.478 -0.3477
S 0.574 2.916 4.381 0.7073
O 0.546 3.396 2.989 -0.3796
C -1.143 2.633 4.929 -0.1117
B -1.449 1.032 4.811 -0.5171
O -0.842 0.106 5.701 0.2204
B -0.506 -1.003 4.855 -0.2995
O -1.558 -1.634 4.142 0.2278
B -2.111 -0.641 3.283 -0.4482
C -2.501 -0.928 1.754 -0.2861
C -1.348 -0.512 0.716 -0.3262
C -0.687 -1.604 -0.056 -0.1606
C 0.363 -1.330 -1.036 -0.1534
C 0.788 0.078 -1.283 -0.2194
C 0.146 1.163 -0.517 -0.1081
C -0.916 0.856 0.470 -0.0193
O -2.372 0.661 3.808 0.2497
H 1.118 3.935 5.143 0.0846
H -1.802 3.183 4.197 0.1112
H -1.371 2.973 5.972 0.1124
H 0.592 -1.387 4.677 0.0712
H -3.410 -0.337 1.490 0.0519
H -2.710 -2.017 1.637 0.0407
H -0.970 -2.682 0.065 0.0999
H 0.809 -2.176 -1.614 0.0200
H 1.587 0.385 -2.058 -0.0720
H 0.432 2.226 -0.698 0.0009
H -1.408 1.683 1.035 0.1128
Br -0.193 5.334 -5.323 0.6009
C 0.058 5.561 -3.404 -0.6974
C 1.365 4.968 -2.948 -0.6668
Br 1.262 3.025 -2.840 0.7587
H -0.808 5.117 -2.917 0.0531
H 0.049 6.639 -3.242 0.0565
H 1.603 5.295 -1.936 0.0617
H 2.198 5.205 -3.606 0.0496
Br 2.052 -1.722 2.332 0.7181
C 2.824 -3.249 3.260 -0.6778
C 3.377 -4.258 2.287 -0.6957
Br 1.953 -5.304 1.465 0.5973
H 2.047 -3.654 3.905 0.0523
H 3.621 -2.834 3.877 0.0608
H 4.003 -4.985 2.803 0.0555
H 3.945 -3.805 1.478 0.0504
Br -3.444 -1.525 -0.242 1.0718
C -4.966 -1.565 -1.479 -0.5977
C -4.543 -1.961 -2.873 -0.6948
Br -3.664 -0.484 -3.791 0.6006
H -5.432 -0.582 -1.436 0.0524
H -5.651 -2.306 -1.063 0.0556
H -5.411 -2.201 -3.488 0.0512
H -3.850 -2.800 -2.887 0.0505
Br 3.172 -3.389 -6.004 0.6011
C 3.089 -1.446 -5.883 -0.6962
C 3.634 -0.954 -4.567 -0.6354
Br 2.357 -1.232 -3.119 0.8810
H 2.052 -1.162 -6.050 0.0529
H 3.698 -1.084 -6.710 0.0558
H 3.797 0.123 -4.597 0.0606
H 4.558 -1.449 -4.274 0.0516
```

The lowest unoccupied orbital energy comes out at 0.138 eV. As for the highest occupied orbital energy: -7.89 eV.


[2]
C28H52Cl12N4 | wB97M-V/def2-TZVPD

The geometry in XYZ format:
```
96
Properties=species:S:1:pos:R:3:lowdin_charge:R:1
C -7.698 -18.478 28.195 -0.1237
C -6.293 -18.693 27.609 -0.2488
C -5.313 -19.329 28.597 -0.2913
C -5.169 -18.605 29.853 -0.2971
N -5.027 -18.018 30.829 0.1484
H -7.801 -18.089 29.207 0.0722
H -8.271 -19.410 28.160 0.0409
H -8.233 -17.795 27.531 0.0624
H -5.990 -17.743 27.165 0.1033
H -6.389 -19.408 26.789 0.0777
H -4.358 -19.667 28.204 0.1200
H -5.858 -20.250 28.839 -0.0862
C -6.755 -21.511 23.334 -0.1188
C -6.216 -22.897 23.661 -0.2454
C -6.742 -23.484 24.961 -0.1593
C -6.319 -22.732 26.146 -0.2022
N -6.058 -22.161 27.107 0.2127
H -6.367 -21.230 22.356 0.0816
H -6.447 -20.774 24.080 0.0713
H -7.846 -21.505 23.324 0.0426
H -5.125 -22.858 23.709 0.1173
H -6.471 -23.544 22.819 0.1132
H -6.516 -24.540 25.127 0.1197
H -7.838 -23.439 24.997 0.1113
C -9.572 -22.986 27.657 -0.0946
C -10.659 -23.041 26.599 -0.2949
C -11.224 -24.448 26.348 -0.1635
C -11.658 -25.077 27.590 -0.2278
N -11.930 -25.562 28.588 0.1923
H -9.206 -21.960 27.770 0.0726
H -8.696 -23.572 27.378 0.0651
H -9.898 -23.230 28.670 0.0372
H -10.175 -22.712 25.676 0.0688
H -11.530 -22.411 26.774 -0.0242
H -10.480 -25.141 25.933 0.0991
H -11.997 -24.451 25.577 0.0767
C -14.764 -21.609 22.837 -0.0959
C -13.711 -22.120 23.840 -0.2479
C -14.063 -23.449 24.489 -0.1991
C -15.265 -23.434 25.297 -0.2401
N -16.243 -23.438 25.885 0.1590
H -15.197 -22.435 22.268 0.0749
H -14.318 -20.959 22.082 0.0647
H -15.517 -21.004 23.336 0.0766
H -13.748 -21.384 24.651 0.1073
H -12.720 -22.079 23.393 0.1056
H -13.178 -23.830 24.996 0.0601
H -14.335 -24.165 23.698 0.1298
Cl -13.231 -29.185 32.151 0.5643
C -14.460 -28.850 30.949 -0.7010
C -14.218 -27.586 30.161 -0.6221
Cl -14.202 -26.113 31.206 0.5703
H -15.434 -28.934 31.428 0.0709
H -14.479 -29.660 30.213 0.0757
H -15.057 -27.443 29.480 0.0726
H -13.303 -27.568 29.578 0.0440
Cl -7.033 -23.063 32.648 0.5783
C -8.516 -22.290 32.022 -0.6450
C -8.337 -21.876 30.585 -0.5994
Cl -6.843 -20.942 30.219 0.7380
H -8.804 -21.471 32.675 0.0760
H -9.341 -22.999 32.037 0.0379
H -9.109 -21.192 30.234 0.0591
H -8.342 -22.705 29.879 0.0402
Cl -3.458 -24.983 30.080 0.5824
C -5.046 -24.295 29.880 -0.7086
C -5.649 -24.589 28.507 -0.6833
Cl -5.758 -26.334 28.137 0.5426
H -4.919 -23.220 29.981 0.0451
H -5.750 -24.658 30.625 0.0394
H -5.066 -24.104 27.726 0.0358
H -6.645 -24.153 28.441 0.0365
Cl -11.258 -18.536 22.296 0.5542
C -10.031 -17.828 23.358 -0.6781
C -8.942 -18.794 23.771 -0.6120
Cl -9.572 -19.977 24.989 0.5589
H -10.490 -17.383 24.236 0.0710
H -9.553 -17.020 22.804 0.0746
H -8.133 -18.247 24.247 0.0754
H -8.574 -19.393 22.946 0.0489
Cl -9.219 -27.367 27.366 0.5591
C -8.442 -27.977 25.851 -0.6414
C -8.000 -29.406 26.100 -0.6833
Cl -7.015 -29.945 24.731 0.5656
H -7.590 -27.320 25.708 0.0364
H -9.182 -27.885 25.063 0.0683
H -8.868 -30.054 26.184 0.0710
H -7.436 -29.432 27.028 0.0654
Cl -12.977 -21.973 28.162 0.6937
C -13.248 -23.233 29.360 -0.6700
C -12.090 -23.466 30.310 -0.6506
Cl -11.861 -22.043 31.389 0.5857
H -13.487 -24.186 28.890 0.0299
H -14.126 -23.000 29.962 0.0715
H -11.148 -23.649 29.806 0.0185
H -12.352 -24.248 31.016 0.0143
```

The calculation puts the energy above the lowest of the compared OMol25 structures with the same formula, charge and spin at 2.351 eV. The lowest unoccupied orbital energy comes out at -0.133 eV. Its structure (SMILES) is CCCC#N.CCCC#N.CCCC#N.CCCC#N.ClCCCl.ClCCCl.ClCCCl.ClCCCl.ClCCCl.ClCCCl. As for the highest occupied orbital energy: -10.15 eV.


[3]
C6H11IN | wB97M-V/def2-TZVPD

The geometry in XYZ format:
```
19
Properties=species:S:1:pos:R:3:lowdin_charge:R:1
C 2.031 1.328 -0.542 -0.0441
C 0.909 0.780 0.350 -0.3534
C 1.142 -0.663 0.686 -0.0354
C 0.037 -1.407 0.614 -0.0976
C -1.115 -0.447 0.340 -0.7731
N -2.139 -1.210 -0.546 0.1660
I -2.071 0.325 2.172 0.9328
C -0.478 0.818 -0.324 -0.1730
H 2.333 0.561 -1.228 0.0835
H 2.897 1.260 -0.001 0.0512
H 1.914 2.269 -1.040 0.0931
H 1.143 1.285 1.311 0.1608
H 2.177 -0.792 0.956 0.1364
H -0.179 -2.442 0.925 0.1241
H -2.399 -2.104 -0.002 0.1914
H -1.663 -1.362 -1.479 0.1928
H -3.011 -0.677 -0.667 0.1506
H -1.054 1.708 -0.157 0.0892
H -0.472 0.768 -1.369 0.1048
```

Its net charge is +1. The calculation puts the energy above the lowest of the compared OMol25 structures with the same formula, charge and spin at 0.732 eV. The lowest unoccupied orbital energy comes out at -3.860 eV. Its structure (SMILES) is C[C@@H]1C=C[C@@]([NH3+])(I)C1. As for the highest occupied orbital energy: -13.41 eV.


[4]
C30H60Cu2O22S4 | wB97M-V/def2-TZVPD

The geometry in XYZ format:
```
118
Properties=species:S:1:pos:R:3:lowdin_charge:R:1
Cu 1.910 15.097 -1.516 0.9543
Cu -3.516 18.764 -3.673 0.9247
S -0.094 19.708 -1.293 0.3253
O -1.516 19.648 -0.889 -0.0660
O 0.532 20.931 -0.923 -0.0511
O 0.586 18.547 -0.715 -0.0561
O -0.311 19.451 -2.719 -0.1122
C -9.706 18.076 -2.125 -0.1581
C -9.134 17.608 -0.758 -0.1557
C -7.737 18.180 -0.836 -0.1980
O -7.483 18.372 -2.239 -0.1732
C -8.531 17.851 -3.013 -0.2499
H -10.064 19.105 -2.147 0.1232
H -10.434 17.399 -2.570 0.1182
H -9.110 16.518 -0.740 0.1102
H -9.723 17.836 0.130 0.1178
H -7.015 17.484 -0.408 0.1146
H -7.834 19.170 -0.391 0.1215
H -8.398 16.792 -3.235 0.1189
H -8.580 18.368 -3.971 0.1253
C 4.948 16.684 -6.615 -0.1903
C 4.732 18.090 -6.103 -0.1627
C 4.784 17.820 -4.640 -0.2420
O 4.333 16.501 -4.382 -0.1352
C 4.296 15.804 -5.635 -0.2188
H 6.026 16.544 -6.701 0.1265
H 4.587 16.490 -7.624 0.1248
H 3.797 18.519 -6.464 0.1161
H 5.560 18.792 -6.202 0.1232
H 4.144 18.502 -4.080 0.1099
H 5.784 18.034 -4.261 0.1251
H 3.339 15.521 -6.075 0.1175
H 4.908 14.908 -5.541 0.1251
C 1.078 13.261 4.832 -0.1868
C -0.361 13.788 4.844 -0.1546
C -0.678 14.015 3.325 -0.1506
O 0.582 13.691 2.564 -0.1832
C 1.204 12.657 3.444 -0.1933
H 1.071 12.401 5.502 0.1110
H 1.873 13.885 5.240 0.1167
H -0.179 14.713 5.391 0.1044
H -1.005 13.145 5.443 0.1130
H -0.784 15.095 3.224 0.0984
H -1.594 13.516 3.008 0.1078
H 2.272 12.506 3.286 0.1066
H 0.917 11.623 3.252 0.1188
C -3.756 17.612 -9.702 -0.1615
C -2.230 17.755 -9.660 -0.1424
C -2.038 18.765 -8.516 -0.2472
O -3.230 18.825 -7.833 -0.1367
C -4.263 18.655 -8.750 -0.2287
H -3.906 16.606 -9.310 0.1089
H -4.264 17.613 -10.667 0.1218
H -1.787 18.024 -10.618 0.1161
H -1.802 16.822 -9.293 0.1027
H -1.725 19.731 -8.913 0.1193
H -1.190 18.435 -7.916 0.1105
H -4.581 19.592 -9.205 0.1282
H -5.163 18.255 -8.283 0.1213
C -4.855 25.209 -4.452 -0.1665
C -4.803 25.022 -2.902 -0.1259
C -5.506 23.637 -2.865 -0.1967
O -4.785 22.922 -3.931 -0.2162
C -4.358 23.896 -4.989 -0.1765
H -4.215 26.003 -4.836 0.1147
H -5.868 25.406 -4.805 0.1199
H -5.439 25.665 -2.294 0.1115
H -3.890 24.784 -2.356 0.1113
H -6.573 23.520 -3.057 0.1169
H -5.222 23.028 -2.007 0.1033
H -4.746 23.607 -5.966 0.1136
H -3.273 23.924 -5.085 0.1070
C 7.371 14.474 1.717 -0.1841
C 6.813 15.302 2.837 -0.1503
C 5.785 16.214 2.169 -0.2187
O 5.658 15.690 0.871 -0.1453
C 6.911 15.128 0.486 -0.2350
H 6.957 13.468 1.644 0.1212
H 8.461 14.478 1.693 0.1270
H 7.632 15.924 3.198 0.1168
H 6.371 14.737 3.658 0.1149
H 6.103 17.256 2.199 0.1124
H 4.872 16.302 2.757 0.1124
H 7.521 15.858 -0.047 0.1216
H 6.933 14.408 -0.332 0.1176
C 2.528 24.135 -6.079 -0.1818
C 3.765 24.727 -6.786 -0.1806
O 3.172 25.605 -7.707 -0.2083
S 1.818 26.391 -7.054 0.7689
O 0.661 26.451 -7.938 -0.2362
O 2.226 27.635 -6.385 -0.2494
O 1.703 25.251 -5.846 -0.2353
H 2.630 23.741 -5.068 0.1290
H 1.873 23.501 -6.676 0.1263
H 4.468 24.109 -7.345 0.1359
H 4.431 25.295 -6.136 0.1314
C 5.920 23.274 0.359 -0.1715
C 5.296 22.866 1.644 -0.1848
O 6.326 23.060 2.631 -0.2239
S 7.893 22.903 2.063 0.7692
O 8.467 21.561 2.063 -0.2585
O 8.739 23.972 2.616 -0.2395
O 7.367 23.227 0.485 -0.2145
H 5.690 24.318 0.143 0.1370
H 5.611 22.510 -0.354 0.1268
H 4.920 21.847 1.734 0.1230
H 4.535 23.503 2.096 0.1366
C -2.496 22.253 4.723 -0.1590
C -2.575 23.779 4.481 -0.1723
O -2.843 24.311 5.792 -0.2295
S -2.192 23.370 7.046 0.7919
O -3.252 22.749 7.877 -0.2582
O -1.180 24.171 7.732 -0.2356
O -1.604 22.293 5.870 -0.2385
H -1.891 21.826 3.923 0.1170
H -3.402 21.648 4.762 0.1299
H -3.398 24.069 3.827 0.1265
H -1.666 24.260 4.120 0.1279
```

The expectation value of S² is 2.02. Its net charge is +2. The lowest unoccupied orbital energy (spin up / spin down) comes out at -8.913 / -11.316 eV. As for the highest occupied orbital energy (spin up / spin down): -13.37 / -13.35 eV. The spin multiplicity is 3.